{
  "formula": "C4H4N4",
  "method": "wB97M-V/def2-TZVPD",
  "elements": ["C", "C", "C", "C", "N", "N", "N", "N", "H", "H", "H", "H"],
  "coordinates": [[-0.914, 0.350, -0.804], [1.078, -0.188, -0.592], [-0.616, 0.512, 0.564], [0.704, -0.046, 0.725], [-1.612, 0.939, -1.588], [2.135, -0.158, -1.207], [-1.663, 0.343, 1.309], [1.269, -0.572, 1.716], [-1.819, 0.617, -2.561], [2.008, -0.233, -2.228], [-1.393, 0.219, 2.255], [0.795, -0.606, 2.638]],
  "multiplicity": 1,
  "relative_energy_ev": 5.170,
  "lumo_energy_ev": [-0.99, -0.99],
  "mol_weight_g_mol": 108.10
}


{
  "formula": "C2H3FHoO2",
  "method": "wB97M-V/def2-TZVPD",
  "elements": ["F", "H", "O", "C", "C", "O", "Ho", "H", "H"],
  "coordinates": [[0.812, -0.219, -3.543], [-0.198, -0.437, -3.392], [-1.440, 1.043, -2.804], [-0.565, 1.886, -3.111], [-0.314, 2.915, -1.993], [-1.204, 3.032, -1.173], [-3.291, 1.677, -1.223], [-0.211, 2.071, -4.135], [0.590, 3.539, -1.989]],
  "multiplicity": 5,
  "lumo_energy_ev": [-17.39, -19.46],
  "mol_weight_g_mol": 242.97,
  "charge": 3
}


{
  "formula": "C3H5N3O",
  "method": "wB97M-V/def2-TZVPD",
  "elements": ["O", "C", "C", "N", "N", "C", "N", "H", "H", "H", "H", "H"],
  "coordinates": [[2.589, 0.591, -1.089], [1.321, 0.889, -0.612], [0.326, -0.189, -0.012], [0.322, -1.458, 0.078], [-1.645, -1.540, 0.907], [-1.725, -0.249, 0.882], [-0.774, 0.542, 0.435], [2.529, 0.150, -1.945], [0.685, 1.391, -1.356], [1.450, 1.593, 0.216], [-2.481, -2.032, 1.273], [-2.596, 0.311, 1.222]],
  "multiplicity": 1,
  "relative_energy_ev": 4.568,
  "lumo_energy_ev": [-1.43, -1.43],
  "mol_weight_g_mol": 99.09
}


{
  "formula": "C32H30CrNO4",
  "method": "wB97M-V/def2-TZVPD",
  "elements": ["C", "C", "C", "C", "N", "C", "C", "O", "C", "C", "H", "H", "H", "H", "H", "H", "H", "H", "H", "H", "H", "H", "H", "H", "H", "O", "C", "Cr", "C", "O", "C", "O", "C", "C", "C", "C", "C", "C", "C", "C", "C", "C", "C", "C", "C", "C", "C", "C", "C", "C", "C", "C", "C", "H", "H", "H", "H", "H", "H", "H", "H", "H", "H", "H", "H", "H", "H", "H"],
  "coordinates": [[0.199, 0.582, -1.875], [1.311, 0.386, -0.908], [1.474, -0.945, -0.233], [2.368, 1.285, -0.934], [3.698, 0.923, -0.950], [4.651, 2.023, -0.697], [6.039, 1.435, -0.499], [6.418, 0.626, -1.614], [5.529, -0.485, -1.772], [4.107, -0.007, -2.027], [-0.746, 0.185, -1.489], [0.074, 1.655, -2.081], [0.409, 0.081, -2.842], [0.749, -1.082, 0.577], [1.302, -1.765, -0.947], [2.473, -1.041, 0.216], [2.173, 2.362, -1.018], [4.668, 2.711, -1.563], [4.330, 2.572, 0.195], [6.793, 2.231, -0.476], [6.054, 0.860, 0.445], [5.902, -1.020, -2.660], [5.536, -1.153, -0.887], [3.402, -0.844, -2.068], [4.088, 0.526, -3.002], [-2.030, -4.559, -2.846], [-2.721, -4.106, -2.024], [-3.635, -3.434, -0.499], [-1.888, -3.162, 0.140], [-0.776, -3.119, 0.502], [-3.333, -5.144, 0.305], [-2.953, -6.142, 0.768], [-5.786, -3.538, -0.697], [-5.272, -2.758, -1.743], [-4.406, -1.690, -1.465], [-4.023, -1.370, -0.141], [-2.895, -0.472, 0.115], [-1.975, 0.213, 0.556], [-0.949, 1.075, 0.983], [-0.200, 0.684, 2.177], [-0.815, -0.225, 3.071], [-0.248, -0.521, 4.309], [1.002, 0.017, 4.646], [1.673, 0.844, 3.736], [1.105, 1.127, 2.494], [-0.934, 2.422, 0.441], [-1.926, 2.787, -0.512], [-1.864, 4.011, -1.175], [-0.795, 4.879, -0.943], [0.121, 4.592, 0.074], [0.008, 3.410, 0.805], [-4.599, -2.149, 0.901], [-5.467, -3.206, 0.629], [-6.430, -4.391, -0.918], [-5.502, -3.013, -2.780], [-3.960, -1.113, -2.276], [-1.772, -0.662, 2.785], [-0.800, -1.144, 5.011], [1.444, -0.201, 5.619], [2.633, 1.291, 4.003], [1.696, 1.668, 1.747], [-2.737, 2.080, -0.717], [-2.672, 4.286, -1.856], [-0.708, 5.802, -1.518], [0.897, 5.309, 0.337], [0.647, 3.264, 1.677], [-4.294, -1.933, 1.930], [-5.861, -3.809, 1.457]],
  "multiplicity": 4,
  "relative_energy_ev": 0.000,
  "lumo_energy_ev": [-5.59, -8.04],
  "mol_weight_g_mol": 544.59,
  "charge": 2
}


{
  "formula": "C6H11ClNOS",
  "method": "wB97M-V/def2-TZVPD",
  "elements": ["C", "C", "Cl", "C", "N", "C", "S", "C", "C", "O", "H", "H", "H", "H", "H", "H", "H", "H", "H", "H", "H"],
  "coordinates": [[1.771, -0.967, 0.235], [1.902, 0.556, 0.208], [3.027, 1.092, 1.471], [0.594, 1.329, 0.425], [-0.562, 0.715, -0.242], [-0.892, 0.995, -1.449], [-2.213, 0.033, -2.057], [-1.729, -1.219, -0.795], [-1.498, -0.261, 0.353], [-1.176, -0.736, 1.604], [2.615, -1.390, 0.759], [0.885, -1.303, 0.762], [1.749, -1.391, -0.763], [2.310, 0.843, -0.753], [0.715, 2.310, -0.019], [0.413, 1.484, 1.481], [-0.400, 1.725, -2.069], [-0.752, -1.549, -1.132], [-2.407, -2.043, -0.640], [-2.426, 0.326, 0.428], [-1.925, -0.549, 2.195]],
  "multiplicity": 1,
  "lumo_energy_ev": -4.70,
  "mol_weight_g_mol": 180.68,
  "charge": 1
}


{
  "formula": "C5H12N4",
  "method": "wB97M-V/def2-TZVPD",
  "elements": ["C", "C", "C", "C", "C", "N", "N", "N", "N", "H", "H", "H", "H", "H", "H", "H", "H", "H", "H", "H", "H"],
  "coordinates": [[0.748, -0.111, -1.517], [-1.442, 1.517, -0.373], [0.050, -0.640, -0.319], [1.223, -0.102, 0.549], [-1.205, 0.088, -0.090], [-0.117, -2.085, -0.173], [1.325, 1.301, 0.806], [-2.148, -0.608, 0.562], [1.921, -1.006, 1.159], [0.071, -2.533, -1.064], [0.588, -2.412, 0.489], [1.448, 1.465, 1.799], [2.070, 1.735, 0.281], [-1.975, -1.613, 0.624], [-3.032, -0.210, 0.834], [2.712, -0.604, 1.653], [1.451, -0.783, -1.982], [0.786, 0.916, -1.842], [-2.449, 1.849, -0.115], [-0.718, 2.135, 0.165], [-1.310, 1.701, -1.447]],
  "multiplicity": 1,
  "relative_energy_ev": 3.878,
  "lumo_energy_ev": [0.26, 0.25],
  "mol_weight_g_mol": 128.18
}


{
  "formula": "C21H22AsClCuN2O5S",
  "method": "wB97M-V/def2-TZVPD",
  "elements": ["Cu", "O", "Cl", "O", "O", "O", "O", "N", "C", "C", "C", "C", "C", "S", "H", "H", "H", "H", "N", "C", "C", "C", "C", "C", "C", "C", "H", "H", "H", "H", "H", "C", "As", "C", "C", "C", "C", "C", "C", "C", "C", "H", "H", "H", "H", "H", "H", "H", "H", "H", "H", "H", "H", "H"],
  "coordinates": [[-0.937, 0.255, -0.863], [-1.229, 4.526, -0.880], [-0.447, 3.350, -0.716], [0.307, 3.385, 0.505], [0.421, 3.126, -1.840], [-1.393, 2.203, -0.628], [-2.871, 0.023, -0.672], [-3.407, -1.108, -1.101], [-4.736, -1.262, -0.905], [-5.383, -2.391, -1.320], [-4.645, -3.394, -1.955], [-3.298, -3.218, -2.146], [-2.653, -2.049, -1.715], [-0.973, -1.761, -1.932], [-5.203, -0.426, -0.409], [-6.444, -2.485, -1.150], [-5.129, -4.300, -2.293], [-2.693, -3.968, -2.633], [-0.557, 0.001, 1.566], [-1.144, 0.691, 2.275], [-1.907, 1.536, 3.150], [-2.276, 1.079, 4.413], [-3.025, 1.901, 5.236], [-3.403, 3.164, 4.800], [-3.032, 3.613, 3.540], [-2.281, 2.804, 2.705], [-1.976, 0.092, 4.738], [-3.315, 1.556, 6.220], [-3.989, 3.802, 5.448], [-3.326, 4.598, 3.203], [-1.973, 3.138, 1.726], [2.687, 1.576, -0.163], [1.476, 0.324, -1.000], [2.079, 0.337, -2.838], [2.145, -1.382, -0.277], [3.548, -1.704, -0.683], [4.636, -1.304, 0.089], [5.934, -1.577, -0.315], [6.167, -2.259, -1.501], [5.091, -2.672, -2.275], [3.795, -2.397, -1.868], [3.706, 1.232, -0.336], [2.474, 1.630, 0.903], [2.532, 2.556, -0.604], [3.154, 0.177, -2.892], [1.820, 1.311, -3.251], [1.559, -0.438, -3.399], [1.447, -2.153, -0.599], [2.043, -1.281, 0.805], [4.461, -0.782, 1.023], [6.766, -1.261, 0.300], [7.180, -2.473, -1.816], [5.261, -3.212, -3.197], [2.957, -2.725, -2.474]],
  "multiplicity": 2,
  "lumo_energy_ev": [0.28, -0.90],
  "mol_weight_g_mol": 588.40
}


{
  "formula": "C19H20Cl2N3O5PS3W",
  "method": "wB97M-V/def2-TZVPD",
  "elements": ["W", "N", "C", "S", "N", "N", "C", "C", "C", "C", "C", "C", "C", "O", "H", "H", "H", "H", "H", "H", "H", "Cl", "C", "C", "C", "Cl", "C", "O", "C", "C", "O", "C", "H", "H", "H", "C", "C", "O", "P", "S", "S", "O", "C", "C", "H", "H", "H", "H", "H", "H", "H", "H", "H", "H"],
  "coordinates": [[-0.472, 0.380, -0.387], [-1.698, 4.378, -1.973], [-1.494, 3.215, -1.263], [-1.845, 1.740, -2.067], [-1.109, 3.394, -0.027], [-0.978, 2.179, 0.662], [-0.996, 2.296, 1.935], [-0.954, 1.195, 2.888], [-0.864, 1.490, 4.249], [-0.873, 0.485, 5.193], [-1.004, -0.843, 4.766], [-1.115, -1.157, 3.432], [-1.078, -0.135, 2.474], [-1.187, -0.438, 1.202], [-1.624, 4.291, -2.972], [-1.281, 5.202, -1.570], [-1.104, 3.308, 2.324], [-0.777, 2.527, 4.556], [-0.786, 0.720, 6.245], [-1.018, -1.641, 5.499], [-1.220, -2.175, 3.082], [6.831, 1.644, 0.572], [5.116, 1.267, 0.640], [4.601, 0.683, 1.798], [3.258, 0.388, 1.858], [2.613, -0.322, 3.307], [2.383, 0.641, 0.781], [1.128, 0.356, 0.885], [2.935, 1.248, -0.369], [2.081, 1.601, -1.442], [0.827, 1.376, -1.468], [4.307, 1.554, -0.424], [5.244, 0.464, 2.640], [2.472, 2.154, -2.294], [4.717, 2.020, -1.312], [-0.465, -4.684, -0.021], [-1.239, -4.118, -1.188], [-1.978, -2.976, -0.746], [-1.866, -1.487, -1.342], [-3.541, -0.643, -0.705], [0.613, -1.591, -1.225], [-1.906, -1.746, -2.917], [-1.149, -1.067, -3.924], [-2.108, -0.593, -4.993], [-0.004, -5.639, -0.291], [-1.125, -4.848, 0.833], [0.322, -3.986, 0.270], [-1.977, -4.830, -1.566], [-0.567, -3.841, -1.997], [-0.420, -1.776, -4.321], [-0.587, -0.243, -3.492], [-2.708, -1.424, -5.370], [-1.551, -0.159, -5.829], [-2.784, 0.166, -4.596]],
  "multiplicity": 2,
  "relative_energy_ev": 0.888,
  "lumo_energy_ev": [1.92, 1.86],
  "mol_weight_g_mol": 752.31,
  "charge": -1
}


{
  "formula": "C15H19F3N2O2S",
  "method": "wB97M-V/def2-TZVPD",
  "elements": ["C", "N", "C", "C", "C", "C", "C", "C", "N", "S", "O", "O", "C", "C", "C", "C", "C", "C", "F", "F", "F", "C", "C", "H", "H", "H", "H", "H", "H", "H", "H", "H", "H", "H", "H", "H", "H", "H", "H", "H", "H", "H"],
  "coordinates": [[2.923, -1.737, 2.931], [3.007, -0.493, 2.213], [3.311, -0.532, 0.797], [3.387, 0.966, 0.462], [2.426, 1.615, 1.478], [1.888, 0.423, 2.285], [0.613, -0.161, 1.644], [0.870, -0.490, 0.172], [-0.250, -1.238, -0.383], [-0.512, -1.142, -2.024], [0.401, -0.204, -2.608], [-0.604, -2.464, -2.570], [-2.150, -0.405, -2.069], [-3.117, -0.919, -2.910], [-4.369, -0.324, -2.958], [-4.644, 0.774, -2.161], [-3.661, 1.275, -1.315], [-3.958, 2.479, -0.462], [-3.784, 3.631, -1.135], [-5.224, 2.494, -0.017], [-3.171, 2.553, 0.621], [-2.402, 0.692, -1.271], [2.199, -1.225, -0.013], [2.121, -2.414, 2.604], [3.874, -2.258, 2.824], [2.769, -1.513, 3.987], [4.262, -1.047, 0.632], [3.102, 1.159, -0.570], [4.402, 1.329, 0.611], [1.625, 2.176, 1.001], [2.968, 2.290, 2.138], [1.684, 0.683, 3.328], [-0.210, 0.548, 1.734], [0.325, -1.070, 2.177], [0.896, 0.431, -0.414], [-0.294, -2.198, -0.077], [-2.873, -1.781, -3.510], [-5.131, -0.715, -3.613], [-5.617, 1.241, -2.186], [-1.631, 1.072, -0.622], [2.453, -1.241, -1.074], [2.098, -2.260, 0.324]],
  "multiplicity": 1,
  "lumo_energy_ev": 0.45,
  "smiles": "CN1[C@@H]2CC[C@H]1C[C@H](NS(=O)(=O)c1cccc(C(F)(F)F)c1)C2",
  "mol_weight_g_mol": 348.39
}


{
  "formula": "C18H38B4F8N4O4V",
  "method": "wB97M-V/def2-TZVPD",
  "elements": ["O", "V", "O", "B", "H", "H", "H", "H", "B", "H", "H", "H", "H", "C", "C", "O", "N", "H", "H", "C", "H", "H", "H", "H", "H", "H", "C", "C", "O", "N", "H", "H", "C", "H", "H", "H", "H", "H", "H", "C", "N", "C", "C", "C", "C", "C", "C", "C", "C", "N", "C", "C", "C", "H", "H", "H", "H", "H", "H", "H", "H", "H", "H", "H", "H", "H", "H", "B", "F", "F", "F", "F", "B", "F", "F", "F", "F"],
  "coordinates": [[-1.590, -1.570, -0.164], [-1.569, -0.638, -1.423], [-0.715, -1.266, -2.600], [-0.344, 1.265, -0.565], [0.586, 0.522, -0.399], [-0.659, 1.238, -1.682], [-1.282, 0.938, 0.043], [-0.085, 2.407, -0.337], [-3.695, -0.004, -2.031], [-4.825, 0.147, -2.341], [-3.507, -1.122, -1.717], [-2.965, 0.176, -2.916], [-3.348, 0.715, -1.175], [4.407, 1.967, -1.856], [3.067, 1.409, -2.198], [2.834, 0.277, -2.442], [1.973, 2.424, -2.380], [1.080, 1.897, -2.288], [2.082, 3.143, -1.669], [2.081, 3.016, -3.782], [5.074, 1.231, -1.419], [4.488, 2.907, -1.309], [4.828, 2.192, -2.847], [1.243, 3.677, -3.946], [2.019, 2.179, -4.466], [3.050, 3.509, -3.812], [-2.059, 4.082, -2.090], [-2.320, 4.675, -0.746], [-2.695, 5.786, -0.561], [-1.981, 3.842, 0.457], [-1.103, 3.289, 0.259], [-1.718, 4.462, 1.226], [-3.181, 2.999, 0.846], [-1.100, 3.554, -2.066], [-1.884, 4.843, -2.847], [-2.813, 3.393, -2.474], [-3.262, 2.187, 0.135], [-4.064, 3.632, 0.886], [-3.041, 2.666, 1.871], [2.419, 1.528, 1.706], [2.135, 0.109, 2.015], [0.883, -0.306, 2.099], [0.574, -1.616, 2.410], [1.561, -2.566, 2.460], [2.888, -2.113, 2.304], [3.149, -0.782, 2.151], [1.239, -3.991, 2.680], [1.910, -4.981, 1.964], [1.563, -6.292, 2.111], [0.556, -6.633, 2.930], [-0.140, -5.692, 3.598], [0.231, -4.376, 3.555], [0.151, -8.047, 3.125], [2.342, 2.113, 2.619], [1.706, 1.818, 0.939], [3.447, 1.557, 1.354], [0.007, 0.300, 1.877], [-0.460, -1.830, 2.662], [3.689, -2.838, 2.335], [4.158, -0.404, 2.096], [2.680, -4.675, 1.271], [2.083, -7.133, 1.677], [-0.919, -6.077, 4.240], [-0.265, -3.699, 4.238], [0.004, -8.238, 4.183], [0.994, -8.671, 2.839], [-0.732, -8.234, 2.523], [-0.870, 1.932, -5.117], [-0.362, 1.654, -3.799], [-2.059, 2.663, -4.938], [0.076, 2.752, -5.789], [-1.082, 0.761, -5.806], [-3.340, -0.024, 2.473], [-3.577, 0.149, 1.090], [-1.903, -0.019, 2.650], [-3.894, 1.077, 3.155], [-3.852, -1.221, 2.945]],
  "multiplicity": 1,
  "lumo_energy_ev": -5.41,
  "mol_weight_g_mol": 620.70,
  "charge": 1
}


{
  "formula": "C4H10S",
  "method": "wB97M-V/def2-TZVPD",
  "elements": ["C", "C", "H", "H", "H", "H", "C", "S", "C", "H", "H", "H", "H", "H", "H"],
  "coordinates": [[2.947, 0.266, -1.640], [3.408, 0.263, -0.392], [2.542, 1.054, -2.207], [2.774, -0.662, -2.193], [3.214, 1.080, 0.319], [4.087, -0.455, 0.056], [-2.001, 1.136, -0.233], [-1.447, -0.022, 1.157], [-1.009, -1.522, 0.170], [-2.640, 1.944, 0.211], [-2.746, 0.675, -0.887], [-1.180, 1.237, -0.994], [-1.012, -2.566, 0.576], [-1.803, -1.653, -0.664], [-0.152, -1.163, -0.158]],
  "multiplicity": 1,
  "relative_energy_ev": 2.675,
  "lumo_energy_ev": 0.97,
  "smiles": "C=C.CSC",
  "mol_weight_g_mol": 90.19
}


{
  "formula": "C6H10O",
  "method": "wB97M-V/def2-TZVPD",
  "elements": ["C", "C", "O", "C", "C", "C", "C", "H", "H", "H", "H", "H", "H", "H", "H", "H", "H"],
  "coordinates": [[-0.148, 1.768, -0.832], [-1.173, 1.063, -0.369], [-1.532, -0.136, -0.910], [-1.267, -1.268, -0.018], [-0.410, -0.749, 1.098], [0.752, -0.130, 0.848], [1.745, -0.518, -0.208], [0.131, 2.712, -0.379], [0.440, 1.378, -1.655], [-1.727, 1.372, 0.522], [-0.809, -2.029, -0.658], [-2.226, -1.661, 0.343], [-0.936, -0.476, 2.009], [1.086, 0.650, 1.531], [2.287, -1.340, 0.270], [2.474, 0.262, -0.452], [1.312, -0.899, -1.138]],
  "multiplicity": 1,
  "relative_energy_ev": 2.425,
  "lumo_energy_ev": 1.11,
  "smiles": "C=COC/C=C\\C",
  "mol_weight_g_mol": 98.14
}